1.
Here is a cluster of 7 separate species, C21H46ClN5O15 in total from the Open Molecules 2025 dataset. Energies are from ωB97M-V/def2-TZVPD.

Geometry as XYZ:
```
88
Properties=species:S:1:pos:R:3
C 2.22 3.64 0.86
N 2.22 3.98 -0.59
C 0.89 4.70 -0.81
C 3.31 4.98 -0.93
C 2.37 2.73 -1.48
C 3.38 1.69 -0.93
O 4.69 2.28 -0.70
H 1.51 2.84 1.05
H 1.88 4.51 1.42
H 3.24 3.47 1.20
H 0.89 5.66 -0.30
H 0.05 4.07 -0.52
H 0.81 5.01 -1.85
H 4.21 4.41 -1.16
H 3.33 5.72 -0.13
H 2.97 5.45 -1.85
H 2.64 3.03 -2.49
H 1.37 2.31 -1.51
H 3.48 0.85 -1.62
H 2.96 1.36 0.03
H 5.28 1.52 -0.65
Cl -1.14 0.47 -0.36
O -2.20 0.48 0.59
O -1.45 1.19 -1.55
O -0.01 0.92 0.39
O -0.78 -0.89 -0.74
C -4.80 -1.83 1.07
N -6.09 -1.46 0.46
O -6.96 -2.33 0.44
O -6.33 -0.31 0.18
H -4.15 -1.39 0.32
H -4.74 -2.89 1.30
H -4.67 -1.26 1.99
C 1.33 -0.84 -3.42
N 2.37 -1.92 -3.19
O 3.43 -1.51 -2.70
O 2.10 -3.10 -3.28
H 0.48 -1.46 -3.71
H 1.48 -0.15 -4.25
H 1.21 -0.33 -2.47
C 1.05 -1.02 3.40
C 1.96 -1.75 2.39
C 1.29 -3.03 1.74
O 2.30 -3.72 1.00
C 1.92 -5.09 0.87
N 2.26 -0.92 1.21
H 0.70 -1.66 4.21
H 0.14 -0.62 2.95
H 1.52 -0.12 3.79
H 2.89 -2.06 2.87
H 0.39 -2.80 1.16
H 0.98 -3.56 2.64
H 1.13 -5.32 0.15
H 1.58 -5.47 1.83
H 2.79 -5.69 0.62
H 1.43 -0.45 0.87
H 2.31 -1.59 0.45
C 0.04 2.81 3.99
C -1.40 3.33 3.65
C -1.47 4.02 2.31
O -2.67 4.73 2.01
C -2.62 5.50 0.82
N -2.25 2.16 3.69
H 0.29 1.93 3.41
H 0.13 2.63 5.06
H 0.79 3.56 3.70
H -1.64 4.08 4.40
H -1.17 3.30 1.54
H -0.64 4.75 2.31
H -3.40 6.25 0.95
H -2.75 4.98 -0.13
H -1.62 5.94 0.83
H -3.13 2.55 3.34
H -2.05 1.53 2.92
C -2.01 -4.69 -4.46
C -1.82 -6.00 -4.44
C -1.65 -6.82 -3.21
O -1.59 -8.04 -3.20
C -1.48 -6.02 -1.99
C -1.46 -4.66 -2.02
C -1.76 -3.86 -3.26
O -1.84 -2.65 -3.25
O -1.26 -3.97 -0.88
O -1.88 -6.73 -5.56
H -2.33 -4.18 -5.35
H -1.31 -6.46 -1.02
H -1.48 -3.05 -1.11
H -2.00 -7.66 -5.34
```

The value obtained for the lowest unoccupied orbital energy is -1.229 eV.

***

2.
Here is a structure of composition C21H46CrF12N4O13S4 from the Open Molecules 2025 dataset. Energies are from ωB97M-V/def2-TZVPD.

Geometry as XYZ:
```
101
Properties=species:S:1:pos:R:3
Cr 0.58 1.07 -0.50
C -2.46 -4.53 -2.07
F -2.42 -4.33 -3.35
F -3.07 -5.71 -1.80
F -1.25 -4.66 -1.54
S -3.21 -3.13 -1.13
O -4.51 -2.93 -1.58
O -3.02 -3.48 0.25
N -2.14 -1.92 -1.32
S -2.01 -0.90 -2.45
O -0.90 0.07 -2.17
O -2.13 -1.34 -3.79
C -3.53 0.13 -2.31
F -3.86 0.53 -1.04
F -3.30 1.29 -2.91
F -4.56 -0.49 -2.84
C 3.80 -1.40 1.33
F 4.51 -1.09 2.45
F 4.58 -2.11 0.56
F 2.62 -2.11 1.64
S 3.39 0.23 0.48
O 2.69 1.14 1.32
O 4.63 0.59 -0.06
N 2.34 -0.08 -0.63
S 2.66 -0.92 -1.97
O 1.98 -0.31 -3.07
O 4.01 -1.31 -2.14
C 1.71 -2.47 -1.72
F 0.76 -2.38 -0.82
F 1.21 -3.02 -2.88
F 2.52 -3.37 -1.18
C 1.22 -0.30 -6.08
C 1.39 1.05 -5.36
C 1.47 2.25 -6.33
O 0.38 1.27 -4.39
H 2.20 -0.52 -6.64
H 0.32 -0.27 -6.72
H 1.17 -1.05 -5.28
H 2.31 1.06 -4.83
H 1.53 3.20 -5.74
H 0.61 2.30 -7.03
H 2.33 2.14 -6.98
H -0.25 0.54 -4.26
C -3.66 -5.12 3.05
C -2.75 -3.96 3.49
C -2.37 -3.97 4.95
O -1.54 -3.88 2.71
H -3.25 -6.10 3.33
H -4.08 -5.05 2.06
H -4.55 -5.22 3.69
H -3.25 -3.01 3.37
H -2.30 -5.07 5.26
H -3.19 -3.59 5.53
H -1.51 -3.38 5.15
H -1.79 -3.97 1.75
C 1.40 4.49 -2.87
C 2.00 3.23 -2.28
C 2.76 3.64 -0.98
O 0.90 2.33 -2.12
H 0.64 4.92 -2.19
H 0.90 4.19 -3.81
H 2.15 5.30 -3.17
H 2.66 2.74 -2.96
H 3.59 4.26 -1.28
H 3.19 2.74 -0.50
H 2.08 4.18 -0.29
H 0.62 1.90 -2.97
C -2.17 -0.38 2.49
C -1.65 0.23 1.17
C -1.84 1.70 1.06
O -1.09 2.20 -0.05
C -1.67 3.30 -0.74
N -0.24 -0.17 1.00
H -1.96 -1.43 2.61
H -3.23 -0.09 2.65
H -1.53 0.19 3.21
H -2.15 -0.22 0.29
H -1.44 2.22 1.96
H -2.93 1.91 0.94
H -1.58 4.28 -0.25
H -2.69 3.02 -0.92
H -1.15 3.27 -1.75
H 0.37 -0.06 1.78
H -0.31 -1.13 0.75
C 1.96 3.59 4.27
C 1.05 2.48 3.81
C 1.76 1.21 4.27
O 1.05 0.11 3.70
C 1.50 -1.14 4.21
N -0.27 2.57 4.54
H 3.01 3.30 4.16
H 1.71 3.84 5.31
H 1.95 4.52 3.76
H 0.91 2.60 2.70
H 1.71 1.21 5.41
H 2.76 1.31 3.82
H 1.34 -1.12 5.27
H 2.54 -1.26 4.06
H 0.94 -1.92 3.75
H -0.60 3.52 4.61
H -1.01 1.99 4.16
```

Its multiplicity is 5. The value obtained for the lowest unoccupied orbital energy (alpha / beta) is 0.035 / 0.012 eV.

***

3.
Here is a cluster of 4 separate species, C21H46F4N3O4 in total from the Open Molecules 2025 dataset. Energies are from ωB97M-V/def2-TZVPD.

Geometry as XYZ:
```
78
Properties=species:S:1:pos:R:3
C 1.43 -0.60 1.62
C 0.33 -1.53 0.93
C 0.19 -1.33 -0.65
O 0.80 -0.13 -1.17
C -0.13 0.95 -1.26
N -0.63 1.34 0.08
C -0.08 2.57 0.72
C -1.08 2.64 1.99
N -2.11 1.54 1.81
C -2.01 1.11 0.39
N -3.00 0.65 -0.35
C -4.38 0.47 0.17
F -4.91 1.67 0.62
F -5.16 -0.06 -0.89
C -4.37 -0.63 1.33
F -3.69 -1.77 0.83
F -5.66 -0.96 1.76
H 1.98 -1.15 2.45
H 0.93 0.31 2.10
H 2.23 -0.20 0.93
H 0.48 -2.62 1.23
H -0.68 -1.23 1.38
H -0.90 -1.44 -0.99
H 0.74 -2.20 -1.14
H 0.42 1.84 -1.72
H -0.93 0.65 -2.00
H 0.95 2.32 1.10
H -0.16 3.48 0.05
H -0.50 2.33 2.91
H -1.73 3.57 2.08
H -1.80 0.74 2.38
H -2.84 0.40 -1.34
H -3.79 -0.31 2.25
C -0.10 -4.64 5.33
C 1.18 -3.82 5.26
O 0.98 -2.48 4.84
C 0.15 -1.68 5.68
C 0.69 -1.52 7.09
H -0.64 -4.58 4.38
H 0.13 -5.68 5.55
H -0.76 -4.27 6.11
H 1.85 -4.27 4.51
H 1.72 -3.85 6.21
H -0.87 -2.08 5.69
H 0.10 -0.70 5.21
H 0.69 -2.47 7.63
H 0.07 -0.81 7.65
H 1.72 -1.15 7.07
C 3.88 0.80 -2.57
C 4.37 1.75 -1.49
O 5.15 1.13 -0.49
C 6.35 0.51 -0.92
C 7.34 1.48 -1.56
H 3.36 -0.05 -2.12
H 3.20 1.30 -3.26
H 4.71 0.40 -3.16
H 3.50 2.18 -0.99
H 4.91 2.60 -1.94
H 6.13 -0.32 -1.59
H 6.81 0.08 -0.03
H 6.95 1.88 -2.50
H 8.28 0.98 -1.77
H 7.53 2.33 -0.89
C -1.77 1.99 -5.90
C -2.11 0.51 -5.85
O -2.84 0.14 -4.69
C -4.11 0.76 -4.51
C -5.09 0.47 -5.63
H -1.25 2.30 -4.98
H -1.12 2.20 -6.76
H -2.66 2.61 -5.99
H -1.19 -0.06 -5.83
H -2.65 0.20 -6.75
H -3.99 1.84 -4.36
H -4.52 0.37 -3.57
H -4.77 0.91 -6.57
H -6.08 0.88 -5.39
H -5.19 -0.61 -5.78
```

As for the charge: +1. The value obtained for the lowest unoccupied orbital energy is -4.002 eV.

***

4.
Here is a cluster of 3 separate species, C21H46FN5O7S2 in total from the Open Molecules 2025 dataset. Energies are from ωB97M-V/def2-TZVPD.

Geometry as XYZ:
```
82
Properties=species:S:1:pos:R:3
C 5.69 -0.09 1.92
C 5.69 -0.28 0.41
O 4.70 -1.19 -0.11
C 3.35 -0.89 -0.02
S 2.65 -1.44 1.59
C 2.96 0.61 -0.14
O 3.39 1.54 0.47
N 1.93 0.72 -1.05
C 1.50 -0.51 -1.59
F 1.27 -0.38 -2.92
O 0.27 -0.95 -1.05
N -0.37 -0.01 -0.14
O -1.05 -0.60 0.58
C 2.63 -1.52 -1.26
N 2.16 -2.87 -0.99
C 3.58 -1.65 -2.46
C 4.43 -0.41 -2.85
C 4.14 0.13 -4.27
S 3.95 1.88 -4.17
O 2.64 2.22 -3.68
O 5.10 2.42 -3.51
O 4.00 2.25 -5.71
H 5.26 0.87 2.21
H 6.72 -0.10 2.28
H 5.18 -0.91 2.43
H 5.64 0.67 -0.12
H 6.64 -0.75 0.11
H 1.41 -1.71 1.18
H 1.88 1.56 -1.63
H 2.28 -3.47 -1.80
H 1.18 -2.90 -0.73
H 2.98 -1.97 -3.31
H 4.26 -2.48 -2.24
H 5.48 -0.69 -2.79
H 4.31 0.40 -2.14
H 5.01 -0.02 -4.92
H 3.26 -0.30 -4.74
H 3.42 3.03 -5.83
C -1.86 0.67 4.00
C -1.98 2.18 4.07
N -0.78 2.84 4.56
C -0.98 4.24 4.87
C -1.33 5.20 3.72
C 0.44 2.51 3.84
C 0.49 2.78 2.33
H -1.58 0.26 4.98
H -2.82 0.23 3.71
H -1.12 0.35 3.27
H -2.79 2.43 4.76
H -2.30 2.55 3.08
H -0.08 4.60 5.38
H -1.78 4.29 5.61
H -0.46 5.42 3.10
H -1.68 6.15 4.13
H -2.12 4.80 3.08
H 0.64 1.45 4.00
H 1.26 3.03 4.34
H -0.43 2.48 1.83
H 1.31 2.22 1.89
H 0.67 3.84 2.11
C -7.10 -2.81 -0.04
C -5.89 -1.97 -0.42
N -4.69 -2.76 -0.66
C -3.49 -1.96 -0.76
C -3.37 -0.99 -1.94
C -4.83 -3.83 -1.63
C -5.27 -3.47 -3.05
H -6.88 -3.42 0.84
H -7.93 -2.15 0.21
H -7.42 -3.46 -0.85
H -5.67 -1.28 0.40
H -6.16 -1.34 -1.28
H -2.62 -2.63 -0.76
H -3.41 -1.38 0.17
H -3.15 -1.51 -2.87
H -2.56 -0.28 -1.78
H -4.28 -0.41 -2.08
H -5.54 -4.56 -1.23
H -3.88 -4.37 -1.66
H -6.08 -2.74 -3.06
H -5.62 -4.36 -3.57
H -4.45 -3.06 -3.64
```

The value obtained for the lowest unoccupied orbital energy is -0.483 eV.

***

5.
Here is a cluster of 2 separate species, C21H46IN6O7S2Si in total from the Open Molecules 2025 dataset. Energies are from ωB97M-V/def2-TZVPD.

Geometry as XYZ:
```
84
Properties=species:S:1:pos:R:3
C -1.04 0.22 3.80
C -2.07 -0.76 3.02
C -1.46 -1.47 1.64
O -0.82 -2.70 2.08
C 0.09 -3.29 1.09
N -0.59 -3.72 -0.22
C 0.50 -4.77 1.76
S 1.32 -5.93 0.53
O 2.29 -6.96 1.19
O 0.20 -6.81 -0.16
N 1.24 -2.34 0.91
N 2.08 -2.42 1.96
C 3.40 -3.10 1.78
C 4.50 -2.93 3.03
O 3.84 -3.80 0.73
C 1.97 -1.49 3.09
C 1.32 -2.10 4.51
O 2.42 -0.22 3.20
C 0.77 -0.91 0.57
N 1.68 0.06 0.12
C 3.17 -0.27 -0.17
C 3.66 0.34 -1.65
C 4.90 -0.67 -2.16
I 5.25 -0.22 -4.31
Si 1.32 1.80 -0.17
C -0.11 2.58 0.84
C 2.84 2.96 0.28
C 0.87 2.19 -2.05
N -0.71 -0.56 0.73
C -1.46 -0.55 -0.58
C -2.84 0.41 -0.56
O -2.99 1.20 0.66
C -2.97 1.31 -1.96
N -4.11 2.32 -1.90
H -0.11 0.40 3.12
H -0.80 -0.12 4.90
H -1.57 1.29 3.90
H -2.30 -1.67 3.75
H -3.14 -0.27 2.82
H -2.46 -1.82 1.08
H 0.10 -3.80 -1.00
H -1.16 -4.58 -0.09
H 1.04 -4.68 2.79
H -0.56 -5.27 2.00
H 1.91 -5.19 -0.51
H 4.08 -3.26 4.07
H 5.53 -3.45 2.79
H 4.75 -1.77 3.10
H 1.03 -1.25 5.27
H 0.48 -2.89 4.33
H 2.22 -2.69 5.03
H 3.88 0.12 0.68
H 3.32 -1.44 -0.37
H 4.16 1.39 -1.58
H 2.84 0.23 -2.48
H 5.89 -0.48 -1.53
H 4.58 -1.81 -2.11
H -0.98 2.93 0.10
H 0.20 3.58 1.41
H -0.62 1.90 1.64
H 3.59 2.41 1.00
H 2.50 3.97 0.79
H 3.46 3.26 -0.69
H 1.78 2.78 -2.55
H -0.08 2.87 -2.13
H 0.80 1.17 -2.61
H -1.84 -1.58 -0.97
H -0.83 -0.10 -1.49
H -3.78 -0.33 -0.60
H -3.00 2.19 0.49
H -1.95 1.76 -2.31
H -3.29 0.52 -2.79
H -4.72 2.16 -1.06
H -3.77 3.30 -1.94
C -6.13 5.02 -4.14
S -4.34 4.76 -4.12
O -3.76 5.73 -3.13
C -4.03 5.42 -5.77
H -6.54 4.71 -3.18
H -6.35 6.08 -4.31
H -6.58 4.42 -4.94
H -4.38 6.46 -5.83
H -4.54 4.81 -6.51
H -2.96 5.40 -5.96
```

As for the charge: +1. The value obtained for the lowest unoccupied orbital energy is -4.451 eV.